[1]
114
Properties=species:S:1:pos:R:3:forces:R:3:lowdin_charge:R:1 method="wB97M-V/def2-TZVPD" gap_ha="0.2055 / 0.2065" e_homo_ev="-10.7524 / -10.7526" total_charge=+1
Ce -1.167 -0.089 -1.085 0.76 7.53 1.28 1.00
O -2.134 5.817 4.212 0.00 0.18 0.04 0.10
C -2.170 4.644 3.563 -0.09 -0.47 -0.15 -0.30
C -3.263 3.779 3.630 0.04 0.07 0.03 0.02
C -3.192 2.571 2.966 -0.07 0.27 0.18 -0.11
N -2.140 2.199 2.256 0.58 -0.02 -0.17 0.04
C -1.136 3.034 2.174 -0.18 -0.14 0.14 -0.64
Br 0.345 2.425 1.102 -0.30 0.16 -0.01 0.96
C -1.066 4.261 2.800 0.11 0.16 0.03 -0.01
H -2.955 5.959 4.703 0.16 -0.02 -0.10 0.12
H -4.141 4.044 4.197 -0.13 0.02 0.10 0.12
H -4.008 1.862 3.011 -0.17 -0.07 0.03 0.12
H -0.201 4.896 2.722 0.10 0.13 -0.02 0.12
O -2.042 -2.030 -0.456 -0.50 -0.15 -0.42 -0.23
P -3.200 -1.909 -1.628 -3.88 -3.35 -1.30 0.30
O -4.407 -2.651 -1.282 0.77 0.45 -0.09 -0.17
O -3.224 -0.458 -2.014 1.11 0.50 0.42 -0.28
O -2.354 -2.619 -2.874 -0.09 0.66 1.09 -0.18
P -0.942 -2.005 -3.349 -0.48 -1.21 -4.68 0.27
O -1.256 -0.439 -3.776 0.60 -1.03 1.40 -0.13
O -0.432 -2.760 -4.489 -0.09 0.05 0.75 -0.18
O -0.131 -1.790 -2.077 -0.06 -0.10 0.83 -0.40
H -1.297 -2.090 -1.121 1.20 -3.15 0.95 -0.05
H -1.680 -0.411 -4.636 -0.25 0.27 -0.31 0.13
S -5.680 0.866 0.196 0.48 -0.07 0.08 1.18
C -5.315 -0.447 1.255 0.44 0.26 -0.06 -0.45
C -6.194 -1.265 1.944 -0.05 -0.06 0.05 -0.07
C -5.662 -2.225 2.781 -0.18 0.07 -0.05 -0.06
C -4.282 -2.360 2.918 0.12 -0.03 0.03 -0.05
C -3.410 -1.556 2.218 0.15 0.08 -0.14 -0.01
C -3.917 -0.574 1.372 -0.89 -0.58 0.60 -0.32
N -3.189 0.336 0.648 0.64 0.12 -1.26 0.02
C -3.963 1.161 0.000 -0.82 -0.06 0.53 -0.54
C -3.536 2.249 -0.864 0.76 -0.23 -0.19 -0.25
C -4.498 3.229 -1.134 0.21 -0.07 0.05 -0.06
C -4.244 4.249 -2.021 0.07 -0.02 -0.05 -0.06
C -3.015 4.265 -2.655 -0.10 0.00 0.09 -0.06
C -2.064 3.294 -2.375 0.95 -0.67 0.08 -0.10
C -2.234 2.237 -1.456 -1.38 0.25 -0.15 -0.11
H -7.261 -1.142 1.826 -0.05 -0.06 0.03 0.12
H -6.322 -2.877 3.333 -0.03 -0.04 0.04 0.11
H -3.889 -3.107 3.590 0.07 -0.10 0.00 0.10
H -2.343 -1.686 2.296 -0.03 -0.04 0.09 0.07
H -5.462 3.167 -0.644 0.01 0.11 0.01 0.08
H -4.995 4.997 -2.231 -0.01 0.04 -0.02 0.11
H -2.793 5.026 -3.390 0.07 0.04 0.00 0.11
H -1.140 3.387 -2.933 -0.01 -0.07 -0.02 0.08
O 2.966 -2.045 -0.745 0.01 -0.49 -0.24 -0.04
C 3.181 -2.802 0.377 -0.03 -0.03 0.90 -0.26
C 4.054 -3.884 0.455 -0.07 -0.08 -0.24 -0.01
C 4.276 -4.500 1.675 -0.01 0.06 -0.09 -0.05
C 3.625 -4.052 2.814 -0.10 0.00 0.08 -0.05
C 2.667 -3.063 2.708 0.12 0.01 0.02 -0.08
C 2.418 -2.445 1.488 0.45 0.24 -0.94 -0.27
P 0.902 -1.410 1.248 0.14 -0.70 1.28 1.16
C 1.040 -0.415 2.782 -0.21 0.19 -0.24 -0.42
C -0.104 0.062 3.417 0.13 -0.15 -0.13 -0.16
C 0.006 0.852 4.547 -0.14 0.03 0.09 -0.08
C 1.254 1.199 5.038 -0.01 0.05 -0.03 -0.06
C 2.394 0.782 4.373 0.08 0.09 0.08 -0.06
C 2.289 -0.015 3.249 -0.05 -0.07 -0.18 -0.10
C -0.093 -2.880 1.772 -0.34 0.19 -0.09 -0.37
C -0.561 -3.109 3.061 0.01 0.09 -0.03 -0.11
C -1.285 -4.256 3.344 0.01 0.00 0.05 -0.08
C -1.545 -5.181 2.348 -0.01 -0.08 0.10 -0.06
C -1.034 -4.986 1.076 -0.03 -0.05 -0.10 -0.05
C -0.305 -3.848 0.790 -0.08 0.13 0.15 -0.10
C 4.004 -1.441 -1.400 0.23 0.67 -0.33 -0.24
C 5.347 -1.799 -1.346 0.03 -0.25 0.23 0.00
C 6.272 -1.130 -2.130 -0.12 0.00 0.04 -0.05
C 5.874 -0.115 -2.983 -0.01 0.08 -0.06 -0.06
C 4.550 0.284 -2.988 0.01 -0.02 0.00 -0.08
C 3.619 -0.344 -2.169 -0.22 -0.75 0.72 -0.28
P 1.906 0.314 -2.033 1.03 1.05 -0.81 1.14
C 2.378 2.058 -1.711 -0.49 -0.08 0.21 -0.38
C 1.373 2.999 -1.904 0.01 -0.22 0.04 -0.21
C 1.591 4.341 -1.658 -0.16 0.09 -0.12 -0.08
C 2.818 4.754 -1.168 -0.06 0.00 0.00 -0.07
C 3.796 3.815 -0.891 0.11 0.06 0.09 -0.06
C 3.581 2.474 -1.158 0.07 -0.09 0.07 -0.08
C 1.675 0.276 -3.860 -0.16 0.00 -0.02 -0.37
C 1.876 -0.973 -4.443 0.01 0.12 0.01 -0.13
C 1.787 -1.134 -5.813 0.02 0.02 -0.08 -0.06
C 1.474 -0.048 -6.614 0.00 -0.03 0.00 -0.06
C 1.267 1.195 -6.040 -0.05 0.15 -0.05 -0.07
C 1.376 1.364 -4.669 -0.02 -0.06 0.13 -0.08
H 4.529 -4.270 -0.434 0.06 0.07 -0.05 0.12
H 4.964 -5.330 1.739 0.04 -0.04 -0.04 0.11
H 3.828 -4.504 3.773 0.00 -0.04 0.05 0.11
H 2.113 -2.758 3.582 -0.07 -0.05 0.06 0.11
H -1.081 -0.163 3.009 -0.05 0.02 0.09 0.08
H -0.886 1.204 5.043 -0.10 0.03 0.03 0.11
H 1.336 1.812 5.923 0.01 0.06 0.08 0.11
H 3.370 1.079 4.728 0.08 0.02 0.04 0.11
H 3.183 -0.327 2.726 0.07 -0.04 0.05 0.11
H -0.379 -2.387 3.846 -0.01 0.00 0.01 0.10
H -1.655 -4.416 4.348 -0.02 -0.03 0.05 0.11
H -2.140 -6.055 2.565 -0.03 -0.11 0.01 0.11
H -1.227 -5.713 0.302 0.02 -0.06 -0.07 0.12
H 0.080 -3.696 -0.210 0.10 -0.05 -0.07 0.11
H 5.691 -2.577 -0.685 -0.01 -0.03 -0.04 0.10
H 7.313 -1.413 -2.069 0.05 -0.05 -0.02 0.11
H 6.594 0.378 -3.618 0.02 0.06 -0.04 0.11
H 4.235 1.109 -3.608 -0.01 0.06 -0.09 0.12
H 0.397 2.626 -2.198 0.06 0.28 -0.07 0.05
H 0.802 5.060 -1.822 -0.11 0.06 -0.03 0.11
H 3.003 5.799 -0.973 0.00 0.12 0.03 0.11
H 4.731 4.126 -0.453 0.12 0.03 0.01 0.11
H 4.351 1.755 -0.923 0.10 -0.02 -0.01 0.11
H 2.106 -1.826 -3.819 0.07 -0.09 -0.03 0.11
H 1.958 -2.106 -6.251 -0.06 -0.06 0.01 0.12
H 1.393 -0.167 -7.684 0.01 -0.02 -0.11 0.11
H 1.033 2.048 -6.660 0.00 0.05 -0.07 0.11
H 1.252 2.345 -4.239 -0.03 0.10 -0.05 0.09

=====

[2]
18
Properties=species:S:1:pos:R:3:forces:R:3:lowdin_charge:R:1 method="wB97M-V/def2-TZVPD" gap_ha="0.2689 / 0.2968" e_homo_ev="-9.4217 / -9.5166" relative_energy_ev=3.0468
C -0.666 -0.161 0.715 -0.77 0.01 -0.03 -0.17
C -0.429 0.075 -0.707 0.51 0.11 -0.28 -0.10
C 0.202 -0.379 1.645 2.34 -0.14 -1.76 0.20
C 0.740 0.399 -1.259 -0.32 -0.05 -0.02 -0.14
C 2.358 -0.581 0.353 -3.04 -0.55 0.51 -0.64
C 2.034 0.565 -0.522 -0.22 0.76 0.57 -0.69
N 3.159 -0.527 1.513 0.56 0.21 0.51 -0.47
N 3.151 0.812 -1.541 -0.46 -0.18 0.27 -0.42
O 3.305 -1.561 2.132 0.19 -0.19 0.39 0.01
O 3.602 0.558 1.833 0.43 -0.04 0.25 -0.01
O 4.195 0.268 -1.325 0.73 -0.25 0.11 0.11
O 2.872 1.522 -2.464 0.11 0.47 -0.74 0.08
Br 2.204 -2.295 -0.402 0.11 0.19 -0.19 0.91
Br 1.914 2.306 0.446 -0.18 -0.18 -0.44 0.88
H -1.723 -0.131 0.987 0.01 -0.05 0.22 0.12
H -1.301 0.023 -1.344 0.01 0.02 -0.03 0.11
H 0.487 -0.586 2.644 0.02 -0.07 0.55 0.08
H 0.795 0.630 -2.316 -0.04 -0.06 0.09 0.12

=====

[3]
75
Properties=species:S:1:pos:R:3:forces:R:3:mulliken_spin:R:1 method="wB97M-V/def2-TZVPD" gap_ha="0.2454 / 0.2429" spin_multiplicity=5 e_homo_ev="-6.4633 / -6.4653"
C -0.506 1.358 0.638 0.23 0.89 0.44 -0.02
C 0.060 0.524 1.660 0.13 1.13 0.39 0.10
C 1.484 0.622 1.567 -0.06 0.59 0.16 0.03
H -0.487 -0.001 2.439 0.14 -0.01 -0.34 0.01
C 1.803 1.491 0.474 -0.51 0.97 0.70 0.04
C 0.572 1.959 -0.090 0.00 0.82 1.58 0.10
H 0.471 2.722 -0.855 0.00 -0.33 -0.01 0.01
H -1.562 1.577 0.502 0.30 -0.16 -0.05 -0.01
H 2.200 0.196 2.260 -0.11 0.03 -0.31 0.00
H 2.799 1.812 0.194 -0.10 -0.23 -0.04 0.01
Fe 0.705 -0.194 -0.254 1.18 -2.39 -0.56 3.55
Si 5.678 -3.730 1.445 -0.81 -1.24 -1.42 0.00
C 5.566 -5.592 1.610 0.42 -0.07 0.38 0.00
C 5.822 -6.412 0.499 -0.18 -0.42 0.41 0.00
H 6.053 -5.966 -0.475 0.01 -0.13 0.34 0.00
C 5.773 -7.802 0.635 -0.02 0.14 0.02 0.00
H 5.977 -8.437 -0.228 -0.04 0.11 0.22 0.00
C 5.476 -8.379 1.875 -0.08 0.30 0.05 0.00
H 5.454 -9.463 1.986 0.01 0.26 -0.04 0.00
C 5.189 -7.557 2.971 -0.06 0.01 -0.02 0.00
H 4.940 -7.998 3.938 0.05 0.03 -0.24 0.00
C 5.223 -6.166 2.841 0.10 -0.50 -0.44 0.00
H 4.981 -5.516 3.685 0.13 -0.27 -0.16 0.00
C 7.274 -3.428 0.516 0.45 0.12 0.11 0.00
C 8.480 -3.831 1.119 0.26 0.33 -0.57 0.00
H 8.467 -4.292 2.111 0.02 0.12 -0.31 0.00
C 9.697 -3.642 0.453 -0.13 -0.04 0.04 0.00
H 10.628 -3.971 0.916 -0.22 0.11 -0.10 0.00
C 9.725 -3.036 -0.808 -0.35 0.05 0.08 0.00
H 10.672 -2.866 -1.321 -0.22 -0.08 0.16 0.00
C 8.528 -2.637 -1.410 0.00 -0.11 0.04 0.00
H 8.532 -2.157 -2.391 0.08 -0.16 0.23 0.00
C 7.309 -2.852 -0.762 0.30 -0.11 0.21 0.00
H 6.374 -2.565 -1.250 0.38 -0.04 0.15 0.00
H 5.796 -3.189 2.810 -0.03 0.06 0.22 0.00
Si 3.700 -3.256 0.011 1.22 1.08 2.65 0.02
C 4.367 -1.479 0.309 -0.99 0.66 -0.72 0.01
C 4.632 -0.970 1.598 0.41 0.24 -0.05 0.00
H 4.379 -1.537 2.501 0.11 0.19 -0.52 0.00
C 5.303 0.248 1.770 -0.25 -0.27 -0.04 0.00
H 5.534 0.591 2.781 -0.08 -0.06 -0.31 0.00
C 5.694 0.998 0.663 -0.05 0.01 -0.26 0.00
H 6.256 1.924 0.796 -0.18 -0.26 -0.05 0.00
C 5.351 0.554 -0.619 -0.02 -0.03 0.14 0.00
H 5.632 1.141 -1.494 -0.06 -0.10 0.22 0.00
C 4.655 -0.647 -0.787 0.46 0.27 0.30 0.00
H 4.381 -0.960 -1.797 0.09 0.03 0.27 0.00
C 2.509 -3.768 1.383 -0.34 -0.21 -0.68 0.00
C 2.084 -2.924 2.417 0.10 -0.21 0.39 0.01
H 2.251 -1.844 2.360 0.02 -0.53 0.02 -0.01
C 1.503 -3.463 3.571 -0.13 -0.08 -0.21 0.00
H 1.258 -2.805 4.409 -0.01 -0.21 -0.24 0.00
C 1.249 -4.836 3.654 0.13 0.08 -0.15 0.00
H 0.818 -5.262 4.563 0.12 0.12 -0.29 0.00
C 1.548 -5.659 2.562 -0.18 0.06 0.00 0.00
H 1.328 -6.727 2.606 0.03 0.28 0.01 0.00
C 2.148 -5.124 1.421 0.09 0.05 0.53 0.00
H 2.392 -5.770 0.573 0.01 0.10 0.35 0.00
H 3.783 -4.116 -1.171 0.44 -0.22 -0.03 0.00
Cl 1.952 -2.331 -1.294 -0.68 0.27 -0.67 0.04
N -0.698 -1.634 -0.219 -1.35 -1.35 -0.09 0.06
C -1.322 -1.877 -1.568 -0.03 -0.21 0.80 0.00
C -1.706 -0.563 -2.230 -0.35 0.09 -0.21 -0.01
C -0.596 0.156 -2.982 0.59 0.16 -0.09 0.00
N 0.708 0.184 -2.238 0.20 0.45 -2.31 0.05
H -1.435 -1.448 0.467 0.19 0.04 -0.33 0.00
H -0.227 -2.484 0.110 -0.12 0.14 -0.22 -0.02
H -0.607 -2.450 -2.171 -0.15 0.15 0.15 0.00
H -2.219 -2.491 -1.410 0.18 0.06 -0.26 0.00
H -2.484 -0.788 -2.966 -0.03 0.10 0.06 0.00
H -2.156 0.125 -1.501 0.10 -0.27 -0.03 0.00
H -0.419 -0.320 -3.956 -0.17 0.10 0.16 0.00
H -0.889 1.196 -3.167 -0.05 -0.26 -0.02 0.00
H 1.175 1.074 -2.440 -0.27 -0.33 0.17 0.00
H 1.337 -0.514 -2.650 -0.26 0.06 0.22 0.00

=====

[4]
50
Properties=species:S:1:pos:R:3:forces:R:3:lowdin_charge:R:1 method="wB97M-V/def2-TZVPD" gap_ha=0.3041 e_homo_ev=-8.4901 smiles="CS(=O)(=O)c1cc(Br)c2c(c1)c1c(n2Cc2ccc3sc(Cl)c(Cl)c3n2)[C@H](CC(=O)O)CC1"
O -0.013 1.635 -4.764 -0.77 0.70 0.72 0.09
O 1.958 -5.576 3.769 -1.86 1.16 -1.09 -0.35
O 1.618 -6.366 1.536 -1.58 1.17 -0.39 -0.33
Cl -2.886 7.541 -1.519 0.15 -1.16 0.71 0.64
Cl -0.011 5.724 -2.047 -1.09 -0.03 1.14 0.65
Br 0.747 -0.089 4.042 0.08 -0.48 -0.39 0.79
N 0.023 3.536 0.189 0.08 -0.82 0.05 0.17
O -1.316 3.026 -3.554 0.10 -0.35 0.11 0.10
S -3.437 5.309 0.543 0.16 -0.28 0.40 1.00
C -0.626 1.892 -3.742 1.00 -1.10 -0.74 -0.50
C -2.414 6.101 -0.647 0.80 -0.63 -0.37 -0.98
C -1.256 5.402 -0.818 0.73 0.61 -0.37 -0.67
C 0.844 -1.454 -1.000 0.67 -2.94 0.76 -0.14
C 0.779 -0.155 -0.857 1.21 1.34 0.39 -0.14
C -1.084 4.307 0.131 1.05 -0.79 -0.60 -0.35
C 0.030 2.429 0.967 -1.24 1.93 -0.30 -0.24
C -1.101 2.113 1.751 -0.70 0.72 -0.50 -0.01
C -2.243 2.935 1.716 1.18 -0.43 -0.04 -0.04
C 0.887 -2.731 2.940 -0.04 0.74 1.81 -0.14
C 1.041 -3.398 0.652 -0.23 -0.42 0.70 0.03
C 0.862 -1.378 2.620 0.04 0.27 -0.81 -0.53
C -2.206 4.054 0.906 -0.75 1.46 -0.85 -0.43
C 0.960 -2.038 0.312 -0.49 -1.82 -1.04 -0.10
C 0.904 -1.003 1.243 0.57 0.68 0.50 -0.16
C 0.989 -3.744 2.011 0.13 -0.52 -1.61 -0.28
N 0.930 0.193 0.498 -0.32 0.75 1.45 0.05
C 1.265 1.570 1.007 -1.06 -0.72 -1.20 -0.05
C 0.972 -1.972 -2.397 -0.19 0.86 0.28 -0.09
C -0.592 0.970 -2.542 -0.93 0.75 0.32 -0.06
C 1.266 -0.638 -3.154 -0.13 -0.25 0.01 -0.10
C 0.805 0.515 -2.199 0.94 0.71 -0.34 -0.22
C -0.576 -5.903 3.073 0.49 0.77 -0.72 -0.13
S 1.097 -5.480 2.568 3.07 -1.33 1.81 0.68
H -1.145 3.559 -4.339 -0.11 0.27 -0.25 0.12
H -1.113 1.224 2.352 0.01 -0.21 0.18 0.06
H -3.112 2.720 2.296 -0.37 -0.26 0.35 0.11
H 0.859 -3.005 4.003 0.05 0.19 -0.42 0.11
H 1.116 -4.176 -0.113 -0.02 0.32 0.24 0.13
H 2.040 1.977 0.369 0.02 0.18 -0.17 0.13
H 1.627 1.585 2.018 0.24 -0.66 0.37 0.08
H 1.784 -2.678 -2.538 0.01 -0.21 0.13 0.11
H 0.032 -2.442 -2.677 -0.03 -0.13 -0.43 0.11
H -0.955 1.538 -1.690 -0.39 0.03 0.09 0.11
H -1.250 0.087 -2.672 0.26 0.50 -0.13 0.16
H 0.725 -0.611 -4.107 0.28 0.25 0.22 0.11
H 2.342 -0.562 -3.365 -0.35 0.01 0.10 0.12
H 1.516 1.376 -2.216 -0.54 -0.50 -0.12 0.17
H -0.636 -6.940 3.328 0.33 -0.57 0.23 0.06
H -1.196 -5.717 2.214 -0.45 0.14 -0.29 0.06
H -0.849 -5.263 3.903 -0.01 0.08 0.11 0.07